[1]
Density functional theory data (ωB97M-V with the def2-TZVPD basis set) for a 5-piece molecular cluster, C32H33F6IN2O3 overall at a distorted geometry.

The geometry in XYZ format:
```
77
Properties=species:S:1:pos:R:3:mulliken_charge:R:1
C -4.498 -0.770 3.685 -1.55
C -4.814 -1.187 2.216 0.20
C -5.389 -2.636 2.039 -0.93
I -6.765 -3.206 3.626 0.04
C -4.314 -3.720 1.761 -0.32
O -3.666 -4.235 2.913 -0.36
C -2.437 -3.602 3.193 -0.20
C -1.302 -3.916 2.162 -0.76
N -1.142 -2.794 1.223 0.10
N 0.233 -2.526 0.901 0.02
C 0.240 -1.162 0.437 0.48
O -0.233 -0.772 -0.536 -0.39
F 0.815 -0.279 1.263 -0.25
C 0.542 -3.429 -0.218 0.42
O -0.171 -3.628 -1.076 -0.31
F 1.720 -4.033 -0.104 -0.25
H -4.338 -1.642 4.342 0.49
H -5.242 -0.069 4.085 0.45
H -3.512 -0.257 3.661 0.31
H -5.578 -0.505 1.806 0.22
H -3.921 -1.134 1.560 0.07
H -6.022 -2.601 1.134 0.61
H -3.630 -3.314 0.989 0.27
H -4.840 -4.572 1.288 0.38
H -2.097 -4.016 4.161 0.29
H -2.504 -2.505 3.344 0.11
H -0.358 -4.182 2.673 0.43
H -1.669 -4.776 1.565 0.30
H -1.640 -1.960 1.514 0.07
F 0.400 4.653 0.212 -0.31
C -0.119 3.968 -0.825 0.36
C 0.066 2.600 -0.890 -0.45
C -0.473 1.893 -1.956 -0.25
C -1.180 2.565 -2.947 -0.63
C -1.353 3.941 -2.869 -0.29
C -0.824 4.648 -1.799 -0.48
H 0.627 2.096 -0.112 0.43
H -0.343 0.826 -2.015 0.48
H -1.597 2.013 -3.780 0.38
H -1.900 4.464 -3.643 0.37
H -0.955 5.720 -1.716 0.42
F 5.104 -2.425 -4.405 -0.34
C 5.304 -2.762 -3.117 0.14
C 6.567 -2.627 -2.573 -0.32
C 6.774 -2.969 -1.244 -0.33
C 5.719 -3.451 -0.480 -0.66
C 4.455 -3.586 -1.042 -0.31
C 4.243 -3.235 -2.368 -0.60
H 7.378 -2.257 -3.187 0.58
H 7.758 -2.860 -0.805 0.37
H 5.883 -3.722 0.556 0.39
H 3.637 -3.965 -0.449 0.67
H 3.264 -3.325 -2.821 0.46
F 9.351 4.331 -3.543 -0.31
C 8.598 3.223 -3.668 0.21
C 7.274 3.345 -4.045 -0.37
C 6.500 2.201 -4.179 -0.51
C 7.055 0.953 -3.925 -0.04
C 8.386 0.847 -3.543 -0.26
C 9.166 1.989 -3.418 -0.46
H 6.858 4.327 -4.230 0.41
H 5.464 2.282 -4.480 0.38
H 6.448 0.062 -4.026 0.25
H 8.818 -0.125 -3.341 0.30
H 10.208 1.926 -3.130 0.40
F -7.026 1.436 1.805 -0.27
C -6.681 2.629 2.327 0.32
C -5.432 2.780 2.900 -0.01
C -5.077 4.012 3.433 -0.57
C -5.975 5.070 3.396 -0.47
C -7.228 4.900 2.821 -0.46
C -7.583 3.673 2.278 -0.49
H -4.748 1.943 2.927 0.39
H -4.099 4.145 3.878 0.36
H -5.698 6.029 3.816 0.37
H -7.930 5.724 2.796 0.36
H -8.552 3.524 1.818 0.42
```

Output
**SMILES**: CC[C@H](I)COCCNN(C(=O)F)C(=O)F.Fc1ccccc1.Fc1ccccc1.Fc1ccccc1.Fc1ccccc1
**Net charge**: 0
**Gap between HOMO and LUMO**: 9.4 eV
**Lowest unoccupied orbital energy**: 0.22 eV
**Highest occupied orbital energy**: -9.22 eV
**ΔE to the lowest compared entry with this formula, charge and spin**: 0.000 eV



[2]
Density functional theory data (ωB97M-V with the def2-TZVPD basis set) for C32H33FIN3O4Pd as an isolated structure at a distorted geometry.

The geometry in XYZ format:
```
75
Properties=species:S:1:pos:R:3:mulliken_charge:R:1
Pd -0.667 -0.056 0.067 0.13
C -1.695 -1.131 3.037 -1.15
C -0.486 -2.069 3.013 0.46
C -0.628 -3.147 1.938 -1.58
C 0.808 -1.271 3.000 0.38
C 1.385 -1.021 4.243 -0.91
C 2.556 -0.300 4.373 -1.57
C 3.172 0.209 3.243 -0.37
C 2.628 0.005 1.982 0.77
C 3.322 0.615 0.779 1.08
C 4.744 0.075 0.612 -1.60
C 3.343 2.142 0.877 -1.35
C 1.441 -0.751 1.855 -0.30
N 0.954 -1.003 0.555 1.80
C 1.595 -1.884 -0.268 0.00
C 2.525 -2.821 0.214 -0.37
C 3.134 -3.744 -0.619 -0.88
C 2.853 -3.776 -1.978 -0.65
C 1.958 -2.844 -2.490 -0.77
C 1.371 -1.930 -1.649 0.09
F 0.530 -1.002 -2.214 -0.17
H -2.627 -1.696 3.090 0.47
H -1.738 -0.508 2.135 0.07
H -1.649 -0.453 3.891 0.40
H -0.484 -2.590 3.976 0.53
H -0.887 -2.742 0.962 0.11
H -1.429 -3.831 2.225 0.50
H 0.291 -3.725 1.831 0.35
H 0.905 -1.424 5.126 0.42
H 2.990 -0.140 5.351 0.39
H 4.088 0.777 3.344 0.39
H 2.752 0.345 -0.111 -0.38
H 5.368 0.331 1.469 0.31
H 5.208 0.502 -0.278 0.45
H 4.740 -1.009 0.505 0.34
H 3.884 2.474 1.763 0.34
H 2.333 2.548 0.932 0.23
H 3.833 2.572 0.003 0.43
H 2.749 -2.821 1.273 0.55
H 3.831 -4.453 -0.194 0.42
H 3.317 -4.503 -2.627 0.39
H 1.710 -2.809 -3.542 0.48
I -9.123 -1.311 1.691 0.09
C -7.174 -1.004 1.015 -0.01
C -6.777 0.272 0.642 -0.50
C -5.464 0.478 0.248 -0.33
C -4.568 -0.583 0.211 0.15
C -4.986 -1.859 0.562 -0.36
C -6.293 -2.075 0.968 -0.55
C -3.141 -0.344 -0.131 0.85
O -2.609 0.810 -0.096 -0.81
O -2.432 -1.352 -0.394 -0.76
H -7.479 1.093 0.662 0.38
H -5.126 1.466 -0.031 0.43
H -4.276 -2.674 0.516 0.47
H -6.621 -3.067 1.244 0.37
O 0.228 1.676 -6.714 -0.51
C 0.258 2.952 -6.119 -0.42
N 0.135 2.693 -4.703 -0.07
C 0.201 3.705 -3.818 0.28
O 0.346 4.863 -4.171 -0.66
C 0.093 3.358 -2.359 0.63
C -0.092 4.394 -1.455 -0.39
C -0.153 4.109 -0.102 -0.95
C -0.024 2.794 0.306 -0.81
N 0.156 1.793 -0.564 0.80
C 0.211 2.068 -1.866 -0.75
H 0.281 1.773 -7.670 0.30
H -0.570 3.584 -6.460 0.30
H 1.199 3.479 -6.311 0.29
H -0.069 1.743 -4.439 0.22
H -0.179 5.402 -1.836 0.49
H -0.298 4.889 0.630 0.52
H -0.053 2.524 1.354 0.64
H 0.377 1.209 -2.505 0.39
```

Output
**Net charge**: 0
**Gap between HOMO and LUMO (spin up / spin down)**: 6.5 / 6.5 eV
**Lowest unoccupied orbital energy (spin up / spin down)**: -0.66 / -0.66 eV
**Highest occupied orbital energy (spin up / spin down)**: -7.12 / -7.12 eV
**ΔE to the lowest compared entry with this formula, charge and spin**: 0.862 eV



[3]
Density functional theory data (ωB97M-V with the def2-TZVPD basis set) for C32H33FN4STaTe as an isolated structure.

The geometry in XYZ format:
```
73
Properties=species:S:1:pos:R:3:mulliken_charge:R:1
Ta -0.090 0.355 -0.063 -1.67
C 1.294 -2.736 0.147 -0.04
C 2.439 -2.225 1.024 -0.94
C 2.695 -0.730 0.926 -0.32
N 1.555 0.133 1.281 0.91
C 1.603 0.898 2.367 1.17
C 2.478 0.632 3.444 -0.73
C 2.838 1.401 4.524 -0.63
C 2.431 2.690 4.873 -0.52
C 1.443 3.416 4.260 -0.77
C 0.601 3.057 3.202 -0.43
C 0.586 1.944 2.385 0.83
N -0.370 1.767 1.419 0.07
C -1.693 2.404 1.528 -1.16
C -2.005 3.384 0.404 -0.59
C -1.507 2.911 -0.964 -0.99
N -1.463 1.446 -1.116 0.56
C -2.256 0.780 -2.024 1.49
C -3.403 1.367 -2.515 -0.51
C -4.316 0.962 -3.495 -0.86
C -4.328 -0.178 -4.254 -0.68
C -3.417 -1.231 -4.162 -0.73
C -2.331 -1.396 -3.338 -0.67
C -1.759 -0.556 -2.356 0.87
N -0.676 -0.919 -1.671 0.72
C -0.006 -2.187 -2.007 -1.19
C 1.358 -2.364 -1.346 -0.36
H 0.346 -2.403 0.574 -0.38
H 1.269 -3.824 0.234 0.55
H 3.373 -2.721 0.748 0.49
H 2.227 -2.501 2.060 0.40
H 2.960 -0.477 -0.098 -1.30
H 3.568 -0.457 1.517 1.03
H 2.950 -0.342 3.401 0.39
H 3.561 0.940 5.188 0.38
H 2.921 3.146 5.723 0.37
H 1.257 4.401 4.672 0.37
H -0.141 3.804 2.953 0.36
H -1.829 2.900 2.485 0.98
H -2.422 1.593 1.501 0.15
H -1.546 4.356 0.598 0.37
H -3.087 3.535 0.397 0.37
H -0.487 3.265 -1.105 0.06
H -2.081 3.387 -1.753 0.82
H -3.642 2.321 -2.062 0.41
H -5.125 1.661 -3.675 0.36
H -5.126 -0.281 -4.978 0.37
H -3.600 -2.063 -4.832 0.38
H -1.829 -2.342 -3.468 0.40
H 0.146 -2.210 -3.088 0.77
H -0.656 -3.028 -1.741 0.38
H 1.960 -1.471 -1.537 -0.58
H 1.859 -3.163 -1.894 0.63
Te 1.791 1.591 -1.726 0.15
C 3.358 0.443 -2.482 0.16
C 3.351 -0.270 -3.647 -0.33
C 4.609 -0.888 -3.921 -0.57
C 5.541 -0.619 -2.966 -0.50
S 4.897 0.368 -1.728 -0.14
H 2.482 -0.343 -4.287 0.45
H 4.809 -1.492 -4.797 0.39
H 6.571 -0.945 -2.926 0.44
F -3.901 -3.125 3.660 -0.34
C -3.060 -2.454 2.860 0.25
C -1.926 -1.886 3.411 -0.74
C -1.065 -1.192 2.576 -0.02
C -1.300 -1.052 1.197 -0.03
C -2.462 -1.663 0.699 -0.32
C -3.349 -2.354 1.517 -0.74
H -1.736 -1.989 4.473 0.49
H -0.181 -0.756 3.029 0.31
H -2.706 -1.612 -0.355 0.22
H -4.247 -2.815 1.123 0.49
```

Output
**Net charge**: +1
**Gap between HOMO and LUMO**: 6.3 eV
**Lowest unoccupied orbital energy**: -3.75 eV
**Highest occupied orbital energy**: -10.04 eV
**ΔE to the lowest compared entry with this formula, charge and spin**: 0.044 eV



[4]
Density functional theory data (ωB97M-V with the def2-TZVPD basis set) for C32H33KN8O3P as an isolated structure at a distorted geometry.

The geometry in XYZ format:
```
78
Properties=species:S:1:pos:R:3:mulliken_charge:R:1
K -1.168 -1.343 0.235 0.81
O 2.664 -2.840 -1.680 -0.98
C 1.563 -3.024 -1.066 0.22
N 0.334 -2.992 -1.509 -0.47
C 0.187 -2.745 -2.930 -0.72
C -1.134 -2.072 -3.260 0.61
C -1.832 -2.395 -4.424 -0.94
C -3.030 -1.761 -4.700 -0.26
C -3.516 -0.813 -3.812 -0.82
C -2.759 -0.536 -2.689 -0.32
N -1.597 -1.142 -2.418 0.25
C 1.663 -3.338 0.424 0.15
C 2.674 -4.176 0.886 -0.67
C 2.731 -4.474 2.237 -0.53
C 1.801 -3.905 3.098 -0.75
C 0.858 -3.046 2.559 -0.36
N 0.783 -2.768 1.253 0.48
H 0.227 -3.688 -3.488 0.42
H 1.003 -2.133 -3.338 0.25
H -1.435 -3.152 -5.090 0.40
H -3.589 -2.012 -5.594 0.38
H -4.458 -0.307 -3.978 0.41
H -3.088 0.205 -1.965 0.42
H 3.383 -4.576 0.173 0.48
H 3.492 -5.146 2.620 0.40
H 1.806 -4.115 4.160 0.42
H 0.117 -2.562 3.194 0.46
O -2.931 -2.077 1.447 -1.05
C -2.999 -1.941 2.707 0.42
C -3.190 -3.079 3.566 -0.57
C -3.281 -2.971 4.933 -0.34
C -3.196 -1.720 5.572 -0.66
C -3.004 -0.606 4.779 -0.66
C -2.884 -0.669 3.383 0.87
C -2.682 0.608 2.693 -0.57
N -2.368 0.772 1.468 0.27
N -2.407 2.105 1.049 -0.72
C -1.494 2.486 0.226 -0.35
O -0.438 1.869 -0.216 -0.13
C -1.673 3.874 -0.336 0.50
C -1.036 4.221 -1.522 0.14
C -1.195 5.489 -2.072 -0.71
C -1.986 6.433 -1.429 -0.40
C -2.619 6.095 -0.237 -0.62
C -2.467 4.824 0.302 -0.46
H -3.259 -4.042 3.073 0.37
H -3.425 -3.865 5.531 0.35
H -3.278 -1.633 6.648 0.38
H -2.936 0.374 5.247 0.26
H -2.792 1.497 3.323 0.21
H -0.421 3.478 -2.016 0.20
H -0.702 5.738 -3.004 0.40
H -2.108 7.424 -1.852 0.36
H -3.236 6.824 0.275 0.37
H -2.965 4.541 1.221 0.45
C 4.390 1.773 -0.017 -0.85
N 4.107 0.302 -0.223 0.22
C 3.750 0.082 -1.696 -0.91
N 2.642 0.898 -2.054 0.31
C 2.909 2.303 -1.782 -0.95
N 3.272 2.569 -0.387 0.14
C 2.107 2.417 0.522 -1.13
P 1.189 0.790 0.386 0.68
C 2.954 -0.126 0.664 -0.93
C 1.375 0.433 -1.451 1.18
H 5.255 2.017 -0.634 0.37
H 4.631 1.910 1.035 0.40
H 4.945 -0.239 -0.021 0.34
H 3.518 -0.977 -1.807 0.48
H 4.641 0.363 -2.261 0.33
H 2.015 2.881 -2.013 0.36
H 3.728 2.639 -2.423 0.27
H 1.422 3.240 0.337 0.43
H 2.467 2.504 1.550 0.41
H 2.818 -1.192 0.483 0.27
H 3.289 0.012 1.696 0.39
H 0.539 0.856 -1.997 0.56
H 1.331 -0.652 -1.569 -1.41
```

Output
**Net charge**: -1
**Gap between HOMO and LUMO**: 5.5 eV
**Lowest unoccupied orbital energy**: 1.89 eV
**Highest occupied orbital energy**: -3.58 eV
**ΔE to the lowest compared entry with this formula, charge and spin**: 1.526 eV